No. 1
Molecular formula: C4H5NO
Method: DFT, ωB97M-V/def2-TZVPD

Geometry as XYZ:
```
11
Properties=species:S:1:pos:R:3:forces:R:3
C 1.3577 0.3102 -0.0155 -0.3 -0.2 -0.3
C -0.1840 0.4160 -0.1784 -0.5 -0.6 -0.6
C -0.8620 -0.3479 0.9193 0.1 -0.1 1.3
O -0.3276 -1.2568 1.4993 -0.3 0.4 0.1
C -1.0615 -0.4018 -1.1940 1.0 0.6 -2.0
N -1.7389 -0.9272 -1.9866 1.2 0.9 1.8
H 1.6575 -0.7258 -0.1327 0.2 0.0 -0.2
H 1.6518 0.5738 1.0200 -0.6 0.0 -0.5
H 1.9209 0.9677 -0.6840 -0.3 -0.3 -0.1
H -0.4984 1.4684 -0.2810 -0.2 -0.5 0.2
H -1.9153 -0.0767 1.0335 -0.4 -0.1 0.4
```
Forces are in eV/Å.

Calculated values
Kohn-Sham gap: 10.987 eV
SMILES string: C[C@@H](C#N)C=O
Charge: 0
Lowest unoccupied orbital energy: 0.4 eV
Highest occupied orbital energy: -10.541 eV

---

No. 2
Molecular formula: C4H5NO
Method: DFT, ωB97M-V/def2-TZVPD

Geometry as XYZ:
```
11
Properties=species:S:1:pos:R:3:forces:R:3
N -0.8895 1.6863 -1.4368 0.3 -0.6 0.3
C -0.0766 0.8400 -1.0803 -0.3 0.4 -0.7
C 0.7539 -0.1817 -0.9212 -0.1 0.2 -0.1
C 0.7598 -1.0163 0.2769 -0.1 0.1 0.2
C -0.0519 -0.7301 1.2972 0.6 -0.2 0.1
O -0.9753 0.2866 1.1460 -0.3 -0.5 0.3
H -0.8494 2.5964 -0.9848 0.2 0.0 -0.1
H 1.5308 -0.2889 -1.6713 -0.1 0.0 0.1
H 1.4823 -1.8242 0.3523 -0.1 0.2 0.1
H 0.0138 -1.1399 2.2987 0.0 -0.3 -0.2
H -1.7184 -0.1497 0.7073 -0.2 0.5 0.0
```
Forces are in eV/Å.

Calculated values
Kohn-Sham gap: 8.957 eV
SMILES string: N=C=C/C=C\O
Charge: 0
Lowest unoccupied orbital energy: 0.9 eV
Highest occupied orbital energy: -8.068 eV

---

No. 3
Molecular formula: C4H5NO
Method: DFT, ωB97M-V/def2-TZVPD

Geometry as XYZ:
```
11
Properties=species:S:1:pos:R:3:forces:R:3
C -1.7289 -0.1027 0.1158 -0.2 0.0 0.0
C -0.3550 0.5216 0.1068 0.1 0.5 0.1
C -0.1153 1.8018 0.1907 -0.1 -0.7 0.0
C 0.8328 -0.4237 0.1378 0.2 -0.2 0.0
O 0.7147 -1.5557 0.5584 0.0 0.4 -0.1
N 2.0009 0.1001 -0.3181 0.0 -0.1 0.0
H -1.8903 -0.6650 -0.8084 0.0 0.1 0.1
H -2.5132 0.6503 0.2184 0.1 -0.1 0.0
H -1.7796 -0.8006 0.9558 0.0 0.1 -0.1
H 2.8123 -0.4993 -0.3355 -0.1 0.1 0.0
H 2.0217 0.9732 -0.8218 0.0 -0.1 0.1
```
Forces are in eV/Å.

Calculated values
Kohn-Sham gap: 9.705 eV
Charge: 0
Lowest unoccupied orbital energy: -0.7 eV
Highest occupied orbital energy: -10.442 eV

---

No. 4
Molecular formula: C4H5NO
Method: DFT, ωB97M-V/def2-TZVPD

Geometry as XYZ:
```
11
Properties=species:S:1:pos:R:3:forces:R:3
C 0.5223 -0.5682 0.8330 -0.1 0.1 0.0
C 1.5583 -0.0669 -0.1099 0.8 -0.2 -0.5
O 1.0573 0.2289 -1.3092 0.3 0.1 0.5
C -0.3160 0.2429 -1.5544 -0.6 -0.2 0.2
N -1.1960 0.3356 -0.6660 0.3 -0.1 -0.4
C -0.6793 0.3385 0.6936 0.3 0.5 0.1
H 0.3010 -1.6039 0.5584 -0.1 -0.2 -0.1
H 0.9408 -0.5814 1.8411 -0.1 0.0 -0.1
H -0.3249 1.3559 0.9229 -0.3 0.0 0.0
H -0.5176 0.2124 -2.6194 0.0 0.0 0.1
H -1.4721 0.1224 1.3874 -0.3 -0.2 0.2
```
Forces are in eV/Å.

Calculated values
Kohn-Sham gap: 8.745 eV
Charge: 0
Lowest unoccupied orbital energy: 0.2 eV
Highest occupied orbital energy: -8.500 eV

---

No. 5
Molecular formula: C4H5NO
Method: DFT, ωB97M-V/def2-TZVPD

Geometry as XYZ:
```
11
Properties=species:S:1:pos:R:3:forces:R:3
C -0.3041 -0.8834 0.4119 0.1 -1.1 0.7
C 0.2008 0.3992 0.0367 0.9 6.8 -1.6
C 1.6273 0.8328 -0.0317 3.7 -1.7 2.5
C 2.8524 0.9381 0.1713 -2.1 1.1 0.0
H -3.0848 -0.4610 -1.0104 4.7 1.7 2.5
H 0.2236 -1.4686 1.1682 0.0 -0.5 -0.7
H -0.2979 1.3213 0.7109 0.9 -2.5 -1.7
H -0.0122 0.7247 -1.0504 -1.0 -0.9 1.6
H 3.8488 1.3652 0.4864 -1.7 -1.0 -0.9
N -1.4609 -1.2470 0.0348 -1.0 1.2 0.3
O -2.0887 -0.0590 -0.5098 -4.6 -3.2 -2.7
```
Forces are in eV/Å.

Calculated values
Kohn-Sham gap: 10.265 eV
SMILES string: C#CC/C=N\O
Charge: 0
Lowest unoccupied orbital energy: 0.6 eV
Highest occupied orbital energy: -9.672 eV

---

No. 6
Molecular formula: C4H5NO
Method: DFT, ωB97M-V/def2-TZVPD

Geometry as XYZ:
```
11
Properties=species:S:1:pos:R:3:forces:R:3
C 1.6576 0.3681 0.0325 -0.3 -0.3 0.1
C 0.2018 -0.0183 -0.0685 0.0 0.3 0.2
C -0.7094 0.0729 0.9297 0.6 0.2 0.0
O -1.9287 -0.2642 0.4403 -0.1 -0.2 -0.2
C -1.6881 -0.5714 -0.8500 0.0 0.0 -0.2
N -0.4568 -0.4521 -1.2235 -0.2 0.2 0.4
H 1.7435 1.4427 0.2190 0.0 -0.1 -0.2
H 2.2230 0.1125 -0.8687 -0.2 0.0 0.2
H 2.0919 -0.1438 0.8984 0.1 0.1 -0.2
H -0.6296 0.3514 1.9710 -0.2 0.0 -0.2
H -2.5503 -0.8855 -1.4244 0.2 0.0 0.0
```
Forces are in eV/Å.

Calculated values
Kohn-Sham gap: 10.217 eV
SMILES string: Cc1cocn1
Charge: 0
Lowest unoccupied orbital energy: 1.1 eV
Highest occupied orbital energy: -9.155 eV

---

No. 7
Molecular formula: C4H5NO
Method: DFT, ωB97M-V/def2-TZVPD

Geometry as XYZ:
```
11
Properties=species:S:1:pos:R:3:forces:R:3
C -1.0952 1.2157 0.9124 0.4 -0.8 1.1
C -0.2353 0.3471 0.0764 -0.4 -0.7 0.0
N -0.2478 -0.9102 0.3954 -0.2 -0.4 -0.5
C 0.6621 -1.4970 -0.4412 0.5 -0.1 -0.3
C 1.2474 -0.5352 -1.1752 0.3 -0.1 -0.2
O 0.6893 0.6770 -0.8298 -0.4 -0.1 -0.2
H -0.6418 0.5354 1.7922 -1.6 3.3 -0.1
H -2.1580 0.9348 0.8792 0.4 -0.2 -0.4
H -1.0935 2.3262 0.7523 0.9 -1.1 0.8
H 0.8465 -2.5621 -0.4546 0.0 0.2 0.0
H 2.0263 -0.5317 -1.9070 0.1 0.1 -0.2
```
Forces are in eV/Å.

Calculated values
Kohn-Sham gap: 9.879 eV
SMILES string: Cc1ncco1
Charge: 0
Lowest unoccupied orbital energy: 1.0 eV
Highest occupied orbital energy: -8.891 eV

---

No. 8
Molecular formula: C4H5NO
Method: DFT, ωB97M-V/def2-TZVPD

Geometry as XYZ:
```
11
Properties=species:S:1:pos:R:3:forces:R:3
O 1.8839 -0.2497 -1.0885 -0.5 0.6 0.2
C 1.4047 0.5786 -0.3628 -0.2 0.1 -0.3
N -0.4700 -1.6027 0.1449 -0.4 0.0 0.0
C -1.5706 -1.1942 -0.3262 0.2 0.0 0.1
C 0.3622 1.5786 0.0234 0.5 -0.1 0.1
C 1.4627 1.4152 0.7604 0.2 -0.1 0.2
H -0.4448 -2.6230 0.1848 0.0 0.1 0.1
H -1.7168 -0.1186 -0.4531 0.0 -0.1 0.1
H -2.4089 -1.8320 -0.6238 0.1 0.0 0.0
H -0.4843 2.2680 0.1150 0.1 -0.5 -0.5
H 1.9820 1.7800 1.6261 0.1 0.0 0.2
```
Forces are in eV/Å.

Calculated values
Kohn-Sham gap: 10.157 eV
SMILES string: O=c1cc1.C=N
Charge: 0
Lowest unoccupied orbital energy: 1.0 eV
Highest occupied orbital energy: -9.137 eV

---

No. 9
Molecular formula: C4H5NO
Method: DFT, ωB97M-V/def2-TZVPD

Geometry as XYZ:
```
11
Properties=species:S:1:pos:R:3:forces:R:3
C -0.4006 1.9265 0.5705 0.0 -0.1 0.0
C -0.0239 0.8230 -0.0743 -0.1 0.1 0.0
C 0.5200 -0.3242 0.6730 0.0 -0.2 0.0
N 0.5321 -1.5554 0.3324 0.0 0.3 0.0
C 0.0204 -1.9629 -0.9071 0.0 0.1 -0.4
O 0.2389 -1.4444 -1.9776 0.0 -0.3 0.4
H -0.8220 2.7777 0.0439 0.1 -0.1 0.1
H -0.3228 2.0047 1.6531 0.1 0.0 -0.1
H -0.1099 0.7316 -1.1513 -0.1 0.0 0.2
H 0.9455 -0.0902 1.6548 -0.1 0.0 -0.1
H -0.5776 -2.8865 -0.8174 0.0 0.1 0.0
```
Forces are in eV/Å.

Calculated values
Kohn-Sham gap: 9.716 eV
SMILES string: C=C/C=N\C=O
Charge: 0
Lowest unoccupied orbital energy: -0.2 eV
Highest occupied orbital energy: -9.921 eV

---

No. 10
Molecular formula: C4H5NO
Method: DFT, ωB97M-V/def2-TZVPD

Geometry as XYZ:
```
11
Properties=species:S:1:pos:R:3:forces:R:3
C -0.8817 -0.5185 0.3607 0.8 2.7 0.5
C 0.5229 0.3667 0.5226 -3.2 -2.3 -1.0
C 1.4859 -0.2706 -0.2822 5.0 -3.5 -3.8
C 2.3401 -0.9050 -0.9456 -2.3 1.1 1.3
H -2.9099 1.5257 -0.0485 1.2 0.9 -0.8
H -0.6647 -1.5990 0.4113 -1.1 0.6 0.5
H 0.8430 0.2639 1.5358 -0.2 0.6 0.9
H 0.2866 1.3070 0.1121 0.0 1.5 0.3
H 2.9884 -1.5660 -1.6009 -1.2 1.5 1.4
N -2.0444 0.0589 0.2173 2.8 -3.7 -0.6
O -1.9661 1.3370 -0.2827 -1.8 0.7 1.5
```
Forces are in eV/Å.

Calculated values
Kohn-Sham gap: 10.070 eV
SMILES string: C#CC/C=N\O
Charge: 0
Lowest unoccupied orbital energy: 0.9 eV
Highest occupied orbital energy: -9.216 eV

---

- What is the lowest unoccupied orbital energy in the seventh record?
  1.0 eV